(1)
A 4-piece molecular cluster, C4H14N2O overall. Source: OMol25; level of theory: ωB97M-V with the def2-TZVPD basis set.

Geometry as XYZ:
```
21
Properties=species:S:1:pos:R:3:mulliken_charge:R:1
N -0.886 -0.772 1.291 -0.380
C 2.385 -1.394 -0.498 -0.449
C 1.316 -1.385 -1.284 -0.521
N -0.718 1.289 -0.668 -0.134
C -1.642 2.271 -1.117 -0.869
C -0.180 1.720 0.566 -1.035
H -0.570 -0.224 0.506 0.249
H -1.892 -0.889 1.350 0.243
H 2.506 -2.185 0.226 0.226
H 3.099 -0.578 -0.565 0.268
H 0.905 -0.525 -1.804 0.231
H 0.666 -2.251 -1.343 0.250
H -1.156 3.224 -1.338 0.337
H -2.154 1.938 -2.017 0.292
H -2.396 2.457 -0.339 0.349
H 0.716 2.354 0.538 0.305
H 0.367 0.931 1.110 0.430
H -0.967 2.160 1.189 0.432
H -0.378 -1.690 1.409 0.414
H 0.393 -3.616 1.660 0.188
O 0.585 -2.837 1.128 -0.827
```

- net charge = 0
- strongest force on any atom (eV Å⁻¹) = 2.11
- spin multiplicity = 1
- ΔE to the lowest compared entry with this formula, charge and spin (kJ/mol) = 928.9
- HOMO level (eV) = -7.7
- gap between HOMO and LUMO (eV) = 3.8


(2)
A 2-piece molecular cluster, C4H14N2O overall. Source: OMol25; level of theory: ωB97M-V with the def2-TZVPD basis set.

Geometry as XYZ:
```
21
Properties=species:S:1:pos:R:3:mulliken_charge:R:1
C -2.769 -0.616 -1.477 -1.178
C -1.873 -0.974 -0.244 -0.257
N -0.748 -0.031 -0.091 -0.444
C 0.008 -0.190 1.264 -0.634
C 0.789 1.114 1.611 -0.633
N 1.642 1.561 0.477 -0.545
H -3.489 0.206 -1.189 0.276
H -2.155 -0.271 -2.273 0.313
H -3.291 -1.460 -1.823 0.393
H -2.421 -1.147 0.723 0.339
H -1.275 -2.014 -0.547 0.207
H 0.057 -0.416 -0.667 0.271
H -0.856 -0.299 1.972 0.422
H 0.721 -1.059 1.284 0.337
H 1.287 0.723 2.448 0.331
H 0.126 1.898 1.925 0.402
H 1.159 1.753 -0.433 0.227
H 2.143 2.448 0.667 0.229
O 2.397 -0.750 -1.224 -0.676
H 3.301 -0.572 -1.610 0.319
H 2.327 -0.490 -0.316 0.301
```

- SMILES = CCNCCN.O
- net charge = 0
- strongest force on any atom (eV Å⁻¹) = 3.70
- spin multiplicity = 1
- ΔE to the lowest compared entry with this formula, charge and spin (kJ/mol) = 225.6
- HOMO level (eV) = -8.8
- gap between HOMO and LUMO (eV) = 9.8


(3)
A 2-piece molecular cluster, C4H14N2O overall. Source: OMol25; level of theory: ωB97M-V with the def2-TZVPD basis set.

Geometry as XYZ:
```
21
Properties=species:S:1:pos:R:3:mulliken_charge:R:1
C -3.289 0.251 -0.557 -1.360
C -1.967 0.616 0.091 -0.099
N -0.938 -0.104 -0.688 -0.187
C 0.456 -0.250 -0.412 -0.482
C 0.890 0.669 0.799 -0.644
N 0.815 2.092 0.420 -0.613
H -3.077 0.359 -1.617 0.367
H -3.587 -0.809 -0.373 0.313
H -4.154 0.762 -0.137 0.383
H -1.783 1.697 0.087 0.195
H -1.828 0.312 1.154 0.209
H -1.396 -0.762 -1.293 0.210
H 0.827 -1.282 -0.261 0.316
H 1.068 0.151 -1.244 0.223
H 1.910 0.398 1.087 0.333
H 0.355 0.451 1.719 0.311
H 1.578 2.223 -0.237 0.267
H -0.002 2.277 -0.144 0.256
O 4.895 -3.379 0.518 -0.632
H 5.244 -2.507 0.357 0.314
H 3.981 -3.164 0.729 0.318
```

- SMILES = CCNCCN.O
- net charge = 0
- strongest force on any atom (eV Å⁻¹) = 2.06
- spin multiplicity = 1
- ΔE to the lowest compared entry with this formula, charge and spin (kJ/mol) = 192.3
- HOMO level (eV) = -8.3
- gap between HOMO and LUMO (eV) = 8.9


(4)
A 2-piece molecular cluster, C4H14N2O overall. Source: OMol25; level of theory: ωB97M-V with the def2-TZVPD basis set.

Geometry as XYZ:
```
21
Properties=species:S:1:pos:R:3:mulliken_charge:R:1
C -1.579 0.008 1.088 -1.452
C -0.720 0.388 -0.105 0.241
C -0.701 1.971 -0.171 -1.313
N 0.594 -0.251 -0.087 -0.249
C 0.570 -1.650 -0.535 -0.539
N -0.066 -2.589 0.375 -0.458
H -2.486 0.628 1.222 0.396
H -1.126 0.386 2.004 0.364
H -1.857 -1.034 1.070 0.425
H -1.144 0.091 -1.123 0.214
H -1.754 2.192 -0.235 0.437
H -0.141 2.147 -1.125 0.245
H -0.236 2.337 0.760 0.346
H 1.107 -0.032 0.757 0.367
H 1.603 -1.916 -0.732 0.323
H -0.138 -1.647 -1.375 0.312
H 0.093 -2.549 1.367 0.179
H -0.176 -3.526 -0.002 0.163
O 3.089 1.823 -0.989 -0.662
H 2.478 2.043 -1.698 0.312
H 2.593 1.182 -0.465 0.350
```

- SMILES = CC(C)NCN.O
- net charge = 0
- strongest force on any atom (eV Å⁻¹) = 2.94
- spin multiplicity = 1
- ΔE to the lowest compared entry with this formula, charge and spin (kJ/mol) = 165.9
- HOMO level (eV) = -9.0
- gap between HOMO and LUMO (eV) = 10.0


(5)
A 3-piece molecular cluster, C4H14N2O overall. Source: OMol25; level of theory: ωB97M-V with the def2-TZVPD basis set.

Geometry as XYZ:
```
21
Properties=species:S:1:pos:R:3:mulliken_charge:R:1
C 1.098 1.157 1.150 -0.464
C 0.278 -0.113 1.132 -0.502
C -0.777 -0.012 0.084 0.359
C -1.546 0.992 -0.294 -0.749
N -0.765 -1.283 -0.882 -0.221
N 3.049 0.296 1.526 -0.693
H 1.518 1.402 0.185 0.393
H 1.137 2.006 1.828 0.486
H 1.111 -0.768 0.872 0.435
H 0.005 -0.475 2.124 0.407
H -2.342 0.637 -0.947 0.289
H -1.431 2.061 -0.136 0.292
H -1.481 -1.091 -1.629 0.260
H -0.894 -2.064 -0.246 0.376
H 0.173 -1.210 -1.268 0.416
H 2.798 0.763 2.400 0.339
H 3.459 -0.603 1.762 0.313
H 3.779 0.917 1.177 0.305
H -3.307 -0.168 -3.084 0.320
H -3.106 -1.614 -3.105 0.306
O -2.755 -0.831 -2.650 -0.667
```

- net charge = +2
- strongest force on any atom (eV Å⁻¹) = 3.71
- spin multiplicity = 1
- ΔE to the lowest compared entry with this formula, charge and spin (kJ/mol) = 357.5
- HOMO level (eV) = -18.6
- gap between HOMO and LUMO (eV) = 9.1


(6)
A 3-piece molecular cluster, C4H14N2O2 overall. Source: OMol25; level of theory: ωB97M-V with the def2-TZVPD basis set.

Geometry as XYZ:
```
22
Properties=species:S:1:pos:R:3:lowdin_spin:R:1
C 0.907 0.206 -2.224 0.148
C 1.020 1.411 -1.268 0.062
C 0.245 1.133 0.030 0.062
C 0.766 0.240 0.924 0.045
N 0.229 0.004 2.234 0.024
N -0.935 1.925 0.267 0.102
H -0.120 -0.351 -1.890 0.043
H 1.773 -0.491 -2.154 0.014
H 0.938 0.728 -3.240 0.028
H 0.596 2.212 -1.863 0.030
H 2.039 1.747 -0.989 0.006
H 1.751 -0.170 0.823 0.006
H -0.181 0.742 2.738 0.013
H -0.379 -0.811 2.269 0.006
H -1.470 2.302 -0.560 0.101
H -1.478 1.636 0.983 0.055
H -0.105 -1.157 0.285 0.007
H -0.702 -1.527 -1.046 0.042
O -0.411 -1.996 -0.279 0.102
H -2.177 -2.552 1.691 0.025
H -0.906 -2.928 1.279 0.016
O -1.400 -2.303 1.989 0.062
```

- net charge = -1
- strongest force on any atom (eV Å⁻¹) = 7.16
- spin multiplicity = 2
- ΔE to the lowest compared entry with this formula, charge and spin (kJ/mol) = 241.2
- HOMO level (spin up / spin down) (eV) = 1.1 / -4.4
- gap between HOMO and LUMO (spin up / spin down) (eV) = 2.8 / 8.4
- expectation value of S² = 0.7505


Repeat the third record exactly.
A 2-piece molecular cluster, C4H14N2O overall. Source: OMol25; level of theory: ωB97M-V with the def2-TZVPD basis set.

Geometry as XYZ:
```
21
Properties=species:S:1:pos:R:3:mulliken_charge:R:1
C -3.289 0.251 -0.557 -1.360
C -1.967 0.616 0.091 -0.099
N -0.938 -0.104 -0.688 -0.187
C 0.456 -0.250 -0.412 -0.482
C 0.890 0.669 0.799 -0.644
N 0.815 2.092 0.420 -0.613
H -3.077 0.359 -1.617 0.367
H -3.587 -0.809 -0.373 0.313
H -4.154 0.762 -0.137 0.383
H -1.783 1.697 0.087 0.195
H -1.828 0.312 1.154 0.209
H -1.396 -0.762 -1.293 0.210
H 0.827 -1.282 -0.261 0.316
H 1.068 0.151 -1.244 0.223
H 1.910 0.398 1.087 0.333
H 0.355 0.451 1.719 0.311
H 1.578 2.223 -0.237 0.267
H -0.002 2.277 -0.144 0.256
O 4.895 -3.379 0.518 -0.632
H 5.244 -2.507 0.357 0.314
H 3.981 -3.164 0.729 0.318
```

- SMILES = CCNCCN.O
- net charge = 0
- strongest force on any atom (eV Å⁻¹) = 2.06
- spin multiplicity = 1
- ΔE to the lowest compared entry with this formula, charge and spin (kJ/mol) = 192.3
- HOMO level (eV) = -8.3
- gap between HOMO and LUMO (eV) = 8.9


> ΔE to the lowest compared entry with this formula, charge and spin of number 2 (C4H14N2O)?

225.6 kJ/mol


Repeat the fifth record exactly.
A 3-piece molecular cluster, C4H14N2O overall. Source: OMol25; level of theory: ωB97M-V with the def2-TZVPD basis set.

Geometry as XYZ:
```
21
Properties=species:S:1:pos:R:3:mulliken_charge:R:1
C 1.098 1.157 1.150 -0.464
C 0.278 -0.113 1.132 -0.502
C -0.777 -0.012 0.084 0.359
C -1.546 0.992 -0.294 -0.749
N -0.765 -1.283 -0.882 -0.221
N 3.049 0.296 1.526 -0.693
H 1.518 1.402 0.185 0.393
H 1.137 2.006 1.828 0.486
H 1.111 -0.768 0.872 0.435
H 0.005 -0.475 2.124 0.407
H -2.342 0.637 -0.947 0.289
H -1.431 2.061 -0.136 0.292
H -1.481 -1.091 -1.629 0.260
H -0.894 -2.064 -0.246 0.376
H 0.173 -1.210 -1.268 0.416
H 2.798 0.763 2.400 0.339
H 3.459 -0.603 1.762 0.313
H 3.779 0.917 1.177 0.305
H -3.307 -0.168 -3.084 0.320
H -3.106 -1.614 -3.105 0.306
O -2.755 -0.831 -2.650 -0.667
```

- net charge = +2
- strongest force on any atom (eV Å⁻¹) = 3.71
- spin multiplicity = 1
- ΔE to the lowest compared entry with this formula, charge and spin (kJ/mol) = 357.5
- HOMO level (eV) = -18.6
- gap between HOMO and LUMO (eV) = 9.1